Entry 1:
ORCA calculation (the ωB97M-V functional and the def2-TZVPD basis) on a 3-piece molecular cluster, C5H10N3O3 overall.

* Kohn-Sham gap: 4.88 eV
* lowest unoccupied orbital energy: 1.69 eV
* net charge: -1
* E_HOMO: -0.11708 Eh
* E_tot: -586.2246 hartree
* energy above the lowest of the compared OMol25 structures with the same formula, charge and spin: 5.811 eV

The geometry in XYZ format:
```
21
Properties=species:S:1:pos:R:3:forces:R:3:lowdin_charge:R:1
C -0.799 1.345 -0.321 -0.035 -2.063 -0.762 -0.181
C -1.352 0.673 0.965 2.689 -0.262 -0.113 -0.161
C 0.765 1.103 -0.534 -2.300 2.005 2.693 -0.171
C -1.133 -0.874 0.733 1.503 2.214 2.552 -0.044
C 1.010 -0.270 -0.207 3.655 -1.250 -0.042 0.037
N 0.295 -1.220 0.226 -1.484 0.060 0.282 -0.261
N 3.401 -0.907 -0.614 -2.893 0.216 -1.335 0.029
N -4.352 -0.563 -0.214 1.607 0.172 0.761 -0.420
O 0.518 -2.457 0.303 0.652 -0.255 0.102 -0.083
O -4.993 0.399 -0.687 -0.594 -1.069 -0.208 -0.234
O -4.729 -1.750 -0.316 -0.797 0.988 -0.534 -0.223
H -1.342 0.726 -1.135 0.683 1.521 0.852 0.145
H -0.986 2.421 -0.404 -0.177 -0.363 -0.007 0.107
H -0.848 1.038 1.920 -0.707 -0.338 -1.170 0.125
H -2.366 0.971 0.875 -1.329 -0.465 0.761 0.073
H 0.878 1.308 -1.549 0.974 0.397 -1.640 0.085
H 1.166 1.931 0.151 0.448 -1.531 -1.030 0.137
H -1.275 -1.551 1.592 0.246 0.569 -0.349 0.136
H -1.809 -1.110 0.018 -1.920 -1.264 -2.468 0.054
H 3.414 -1.930 -0.528 -0.464 0.336 0.240 -0.054
H 3.712 -0.544 0.251 0.244 0.384 1.414 -0.095
```
Forces are in eV/Å.



Entry 2:
ORCA calculation (the ωB97M-V functional and the def2-TZVPD basis) on an isolated ion of composition C5H10N3O4S and charge -1.

* Kohn-Sham gap: 8.32 eV
* lowest unoccupied orbital energy: 3.59 eV
* net charge: -1
* E_HOMO: -0.17390 Eh
* E_tot: -1059.9578 hartree
* energy above the lowest of the compared OMol25 structures with the same formula, charge and spin: 0.000 eV

The geometry in XYZ format:
```
23
Properties=species:S:1:pos:R:3:forces:R:3:lowdin_charge:R:1
H 1.792 -1.091 -1.763 0.068 -1.005 1.422 0.052
N 1.517 -1.882 -1.123 0.103 1.436 1.084 0.093
C 1.682 -1.692 0.161 1.358 1.366 -3.856 -0.556
N 1.324 -2.630 1.040 -0.688 -1.408 0.564 0.111
O 2.629 -0.707 0.667 -1.503 -1.754 -0.489 0.078
C 2.278 0.562 0.900 -1.204 -0.013 -0.008 -0.464
O 3.171 1.345 0.945 0.862 1.590 0.229 0.103
C 0.787 0.934 1.187 -0.722 -2.757 0.694 -0.363
C 0.253 1.953 0.241 -0.018 -0.103 -1.167 -0.078
N 0.058 -0.344 1.178 -0.815 0.575 -0.113 -0.229
S -1.525 -0.358 1.014 2.502 -0.467 -1.333 0.471
C -1.971 0.104 -0.733 -1.229 -5.477 0.348 -0.156
O -1.964 -1.722 1.254 -0.189 0.329 -0.263 -0.379
O -2.117 0.727 1.720 -1.549 1.294 1.573 -0.368
H 1.042 -2.151 1.877 -0.146 0.006 0.477 0.080
H 0.470 -3.030 0.628 0.516 -0.132 0.491 0.104
H 0.817 1.317 2.220 0.063 0.275 -0.210 0.144
H 0.151 1.442 -0.808 0.464 1.623 1.784 0.115
H -0.681 2.422 0.577 0.007 -0.737 -0.170 0.075
H 0.971 2.731 0.402 0.691 0.931 -1.244 0.065
H -2.194 1.086 -0.776 -0.592 3.242 -0.066 -0.019
H -1.131 -0.186 -1.349 -0.040 -0.108 -0.321 0.027
H -2.933 -0.533 -1.021 2.060 1.295 0.571 0.096
```
Forces are in eV/Å.



Entry 3:
ORCA calculation (the ωB97M-V functional and the def2-TZVPD basis) on a 2-piece molecular cluster, C5H10N3OS overall.

* Kohn-Sham gap: 7.22 eV
* lowest unoccupied orbital energy: -4.34 eV
* net charge: +1
* E_HOMO: -0.42491 Eh
* E_tot: -833.9447 hartree
* energy above the lowest of the compared OMol25 structures with the same formula, charge and spin: 0.064 eV

The geometry in XYZ format:
```
20
Properties=species:S:1:pos:R:3:forces:R:3:lowdin_charge:R:1
C 1.900 -0.271 -1.038 -0.385 -0.076 -0.178 0.037
C 0.841 0.024 -1.856 0.647 -0.128 0.450 0.000
C 1.673 -0.356 0.359 0.027 0.087 -0.339 -0.277
C -0.665 0.082 -0.021 -1.421 -2.015 0.086 -0.353
C -1.852 0.817 0.545 -0.264 0.099 0.068 -0.231
N -0.379 0.240 -1.352 -0.057 0.323 0.118 0.119
N 0.424 -0.121 0.808 0.048 0.271 -0.081 0.185
N 2.641 -0.622 1.220 -0.131 -0.006 0.032 0.230
O -1.515 2.189 0.501 0.201 0.119 -0.032 -0.032
S -1.849 -2.290 -0.034 1.444 1.368 0.050 0.325
H 2.884 -0.438 -1.437 0.062 -0.022 -0.061 0.126
H 0.958 0.104 -2.926 -0.070 0.021 -0.031 0.155
H -2.037 0.480 1.574 0.029 -0.132 -0.246 0.129
H -2.742 0.604 -0.061 0.256 -0.117 0.120 0.122
H -1.161 0.434 -1.966 0.096 -0.045 0.084 0.187
H 0.225 -0.184 1.800 -0.068 -0.012 -0.124 0.186
H 3.582 -0.780 0.892 -0.076 -0.001 0.038 0.144
H 2.466 -0.708 2.209 0.077 -0.013 -0.010 0.142
H -2.276 2.719 0.761 0.012 0.010 0.015 0.110
H -3.119 -1.921 0.019 -0.429 0.267 0.042 -0.303
```
Forces are in eV/Å.